Record 1
91
Properties=species:S:1:pos:R:3 method="wB97M-V/def2-TZVPD" homo_lumo_gap_ha=0.3024 de_lowest_kcal_mol=78.3 smiles=c1cc[nH]c1.c1cc[nH]c1.c1cc[nH]c1.c1cc[nH]c1.c1cc[nH]c1.c1cc[nH]c1.c1cc[nH]c1.c1cc[nH]c1.c1ccncc1 spin_multiplicity=1
N 16.718 6.149 11.693
C 17.471 6.810 12.616
C 18.773 7.055 12.173
C 18.857 6.370 10.982
C 17.643 5.759 10.701
H 15.785 5.815 11.888
H 17.025 7.061 13.566
H 19.633 7.412 12.721
H 19.720 6.188 10.359
H 17.286 5.225 9.832
N 14.063 8.484 8.380
C 13.708 9.804 8.570
C 14.039 10.247 9.820
C 14.796 9.249 10.399
C 14.761 8.184 9.507
H 14.014 7.967 7.514
H 13.283 10.271 7.694
H 14.011 11.289 10.100
H 15.329 9.333 11.334
H 15.297 7.247 9.537
N 18.049 10.289 13.508
C 18.841 10.756 14.455
C 18.935 12.166 14.373
C 18.263 12.499 13.123
C 17.633 11.352 12.732
H 17.842 9.322 13.307
H 19.459 10.089 15.037
H 19.535 12.835 14.973
H 18.210 13.444 12.603
H 17.238 11.097 11.759
N 20.136 14.093 18.542
C 20.545 15.280 19.174
C 21.461 15.896 18.413
C 21.696 15.089 17.284
C 20.757 14.015 17.309
H 19.516 13.387 18.913
H 20.077 15.556 20.107
H 22.024 16.801 18.586
H 22.457 15.388 16.578
H 20.604 13.180 16.642
N 15.015 15.413 17.462
C 15.600 14.285 17.993
C 16.511 13.779 17.076
C 16.440 14.610 15.912
C 15.459 15.539 16.137
H 14.366 16.008 17.958
H 15.318 14.007 18.998
H 17.287 13.028 17.066
H 16.950 14.410 14.981
H 14.950 16.354 15.644
N 20.229 17.298 9.155
C 19.328 16.224 9.316
C 18.647 16.458 10.550
C 19.203 17.554 11.149
C 20.015 18.160 10.163
H 20.808 17.504 8.354
H 19.443 15.339 8.707
H 18.008 15.790 11.107
H 19.040 17.892 12.162
H 20.627 19.050 10.188
N 18.243 6.997 18.211
C 19.293 7.152 17.324
C 18.728 7.537 16.123
C 17.331 7.817 16.419
C 17.081 7.320 17.624
H 18.275 6.497 19.088
H 20.284 6.902 17.672
H 19.310 7.787 15.248
H 16.589 8.266 15.776
H 16.128 7.167 18.109
N 15.155 11.317 15.729
C 14.655 10.882 16.927
C 14.094 9.600 16.606
C 14.224 9.362 15.292
C 14.792 10.486 14.691
H 15.591 12.228 15.696
H 14.716 11.434 17.854
H 13.725 8.840 17.279
H 13.982 8.460 14.748
H 14.986 10.827 13.685
N 22.269 10.340 7.577
C 21.223 9.471 7.670
C 20.286 9.573 8.736
C 20.596 10.427 9.773
C 21.584 11.380 9.653
C 22.384 11.321 8.512
H 21.059 8.741 6.892
H 19.359 9.025 8.823
H 19.970 10.564 10.643
H 21.828 12.053 10.462
H 23.145 12.050 8.275

=====

Record 2
108
Properties=species:S:1:pos:R:3 method="wB97M-V/def2-TZVPD" homo_lumo_gap_ha="0.1392 / 0.0589" charge=+1 s2=2.043 spin_multiplicity=3
Pt 3.463 -0.113 -2.755
N 0.742 -0.012 -0.668
S 0.024 -1.038 0.199
O -1.134 -1.677 -0.363
O 0.081 -0.999 1.624
F 1.144 -2.160 -0.052
S -0.415 1.161 -0.324
O -0.336 1.785 0.984
O -1.664 1.070 -1.054
F 0.423 2.162 -1.179
C 1.863 -7.996 -1.296
Cl 2.884 -9.457 -1.061
Cl 0.783 -7.867 0.049
H 2.568 -7.169 -1.382
H 1.266 -8.238 -2.175
C 4.323 0.050 4.442
C 4.764 0.116 2.991
O 5.983 -0.597 2.750
C 6.417 -0.836 1.501
O 5.703 -0.631 0.538
O 7.721 -1.330 1.500
C 8.243 -1.683 0.216
H 4.731 0.827 5.089
H 4.293 -0.950 4.874
H 3.343 0.518 4.537
H 4.902 1.162 2.716
H 4.050 -0.323 2.295
H 7.570 -2.187 -0.478
H 9.059 -2.371 0.434
H 8.577 -0.822 -0.364
C -5.701 2.686 -5.894
C -4.980 3.436 -4.793
O -5.066 4.798 -5.026
C -4.272 5.779 -4.473
O -4.281 6.915 -4.925
O -3.536 5.441 -3.424
C -2.676 6.334 -2.737
H -5.684 1.625 -5.643
H -5.148 2.729 -6.832
H -6.771 2.875 -5.981
H -3.938 3.127 -4.707
H -5.382 3.197 -3.808
H -2.456 6.027 -1.714
H -3.187 7.293 -2.656
H -1.713 6.485 -3.225
C -2.415 -2.431 -6.407
C -1.047 -1.711 -6.574
O -1.125 -0.333 -6.630
C -0.158 0.475 -6.299
O 0.837 0.279 -5.582
O -0.448 1.682 -6.799
C 0.332 2.790 -6.440
H -2.169 -3.492 -6.367
H -3.038 -2.370 -7.299
H -3.011 -2.038 -5.583
H -0.522 -1.996 -7.486
H -0.401 -1.858 -5.708
H -0.297 3.493 -5.895
H 0.818 3.116 -7.360
H 1.156 2.539 -5.772
F -10.373 -1.983 -3.027
C -9.470 -2.515 -2.223
C -9.542 -3.846 -1.875
C -8.466 -4.429 -1.174
C -7.446 -3.577 -0.747
C -7.399 -2.226 -0.991
C -8.446 -1.718 -1.727
H -10.375 -4.445 -2.212
H -8.417 -5.468 -0.882
H -6.754 -4.081 -0.088
H -6.574 -1.596 -0.694
H -8.459 -0.688 -2.051
F 8.503 -8.468 1.165
C 7.802 -7.835 2.099
C 8.015 -8.001 3.475
C 7.253 -7.260 4.392
C 6.242 -6.366 3.979
C 6.065 -6.153 2.573
C 6.840 -6.915 1.642
H 8.796 -8.685 3.774
H 7.361 -7.313 5.465
H 5.667 -5.744 4.650
H 5.250 -5.534 2.227
H 6.702 -6.837 0.573
F -7.208 1.512 3.839
C -6.117 1.957 4.513
C -6.265 2.990 5.442
C -5.101 3.530 6.028
C -3.888 2.941 5.733
C -3.772 1.896 4.845
C -4.891 1.401 4.184
H -7.202 3.522 5.520
H -5.201 4.409 6.647
H -2.936 3.313 6.080
H -2.765 1.559 4.645
H -4.812 0.682 3.382
F 3.744 6.493 7.572
C 4.081 6.339 6.286
C 5.432 6.231 5.849
C 5.702 6.099 4.536
C 4.645 6.141 3.617
C 3.310 6.132 3.996
C 3.013 6.272 5.341
H 6.296 6.224 6.497
H 6.687 6.028 4.099
H 4.824 6.225 2.555
H 2.553 6.127 3.226
H 1.998 6.373 5.695

=====

Record 3
93
Properties=species:S:1:pos:R:3 method="wB97M-V/def2-TZVPD" homo_lumo_gap_ha=0.1536 de_lowest_kcal_mol=0.0 charge=-2 spin_multiplicity=1
Ir -1.059 -0.172 -2.269
C 2.391 5.064 3.091
C 2.863 3.779 2.408
C 4.104 4.115 1.570
C 3.265 2.787 3.509
C 1.781 3.164 1.523
C 2.027 1.970 0.857
C 1.068 1.352 0.067
Se 1.603 -0.174 -0.969
C 1.043 -1.666 0.099
C 1.998 -2.345 0.837
C 1.709 -3.516 1.527
C 0.403 -3.986 1.427
C -0.596 -3.345 0.711
C -0.296 -2.134 0.002
O -1.241 -1.502 -0.615
C -2.018 -3.902 0.672
C -3.018 -2.864 1.210
C -2.187 -5.171 1.514
C -2.372 -4.254 -0.778
C 2.790 -4.192 2.366
C 3.972 -4.603 1.478
C 3.297 -3.221 3.442
C 2.274 -5.445 3.075
C -0.226 1.916 -0.109
O -1.175 1.353 -0.778
C -0.485 3.141 0.590
C 0.513 3.716 1.357
C -1.875 3.779 0.496
C -2.017 5.028 1.373
C -2.144 4.197 -0.957
C -2.953 2.780 0.950
H 3.192 5.454 3.729
H 2.135 5.837 2.359
H 1.513 4.884 3.720
H 4.898 4.542 2.196
H 4.497 3.222 1.077
H 3.848 4.838 0.788
H 4.041 3.215 4.157
H 2.395 2.534 4.125
H 3.647 1.856 3.083
H 2.989 1.475 0.953
H 2.995 -1.912 0.883
H 0.143 -4.892 1.953
H -2.807 -2.649 2.265
H -2.947 -1.932 0.647
H -4.042 -3.256 1.132
H -1.941 -4.997 2.567
H -3.235 -5.492 1.462
H -1.568 -5.996 1.142
H -2.178 -3.399 -1.423
H -1.753 -5.095 -1.122
H -3.430 -4.537 -0.866
H 4.393 -3.737 0.961
H 4.767 -5.069 2.074
H 3.643 -5.316 0.715
H 3.717 -2.318 2.993
H 2.472 -2.913 4.092
H 4.074 -3.693 4.058
H 1.949 -6.206 2.358
H 3.075 -5.876 3.686
H 1.432 -5.214 3.734
H 0.283 4.637 1.871
H -1.337 5.829 1.063
H -3.042 5.407 1.275
H -1.839 4.806 2.432
H -1.461 5.008 -1.249
H -1.976 3.355 -1.623
H -3.178 4.545 -1.082
H -2.799 2.512 2.004
H -3.948 3.235 0.847
H -2.912 1.870 0.352
Cl 1.506 1.235 -4.107
C -0.120 1.732 -4.490
C -1.173 1.277 -3.680
C -2.397 1.946 -3.959
Cl -3.825 1.514 -3.056
C -2.560 2.907 -4.950
Cl -4.034 3.818 -5.109
C -1.504 3.197 -5.814
Cl -1.724 4.271 -7.156
C -0.275 2.590 -5.578
Cl 1.031 2.893 -6.684
C -3.536 -1.810 -3.448
O -2.321 -1.949 -4.180
C -1.177 -1.396 -3.649
C -0.095 -1.734 -4.651
H -3.782 -2.776 -2.998
H -4.318 -1.523 -4.159
H -3.398 -1.035 -2.687
H -0.397 -2.535 -5.335
H 0.832 -2.007 -4.133
H 0.124 -0.821 -5.238